Run one
# C2H2N2O4

A molecular structure, C2H2N2O4 (ωB97M-V with the def2-TZVPD basis set, the Open Molecules 2025 dataset).

ORCA input file:
```
! RIJCOSX wB97M-V def2-TZVPD def2/J DEFGRID3
* xyz 0 1
C 1.442 0.047 0.212
C -0.094 -0.424 0.271
N -0.476 -1.785 0.087
N -1.154 1.099 -0.308
O -0.510 2.117 -0.280
O -1.336 -2.203 -0.598
O -2.293 0.805 -0.517
O 0.679 -0.063 1.364
H 2.234 -0.702 0.110
H 1.509 1.107 -0.341
*
```

Results
E_HOMO: -9.3 eV

natural (NBO) atomic charge list, values in e, 6 entries: number 1, C, carries -0.068; number 2, C, carries 0.279; number 3, N, carries 0.117; number 4, N, carries 0.531; number 5, O, carries -0.351; number 6, O, carries -0.200



Run two
# C2H2N2O4

C2H2N2O4 in the gas phase (ωB97M-V with the def2-TZVPD basis set, the Open Molecules 2025 dataset).

ORCA input file:
```
! RIJCOSX wB97M-V def2-TZVPD def2/J DEFGRID3
* xyz 0 1
C -0.328 -0.156 0.116
C 0.766 0.861 -0.046
H -3.568 0.227 -0.179
H 2.077 -1.482 0.870
N -1.500 0.471 -0.177
N 1.536 -1.306 0.000
O -2.717 -0.435 -0.052
O 0.077 -1.431 0.184
O 1.983 0.119 -0.388
O 0.484 2.106 0.270
*
```

Results
SMILES: O=c1o[nH]o/c1=N\O
E_HOMO: -10.0 eV

natural (NBO) atomic charge list, values in e, 6 entries: number 1, C, carries 0.310; number 2, C, carries 0.691; number 3, H, carries 0.490; number 4, H, carries 0.360; number 5, N, carries -0.084; number 6, N, carries -0.050



Verdict on stability: run one comes out at the bottom.



Run one
# C3H4ClN

C3H4ClN in the gas phase (ωB97M-V with the def2-TZVPD basis set, the Open Molecules 2025 dataset).

ORCA input file:
```
! RIJCOSX wB97M-V def2-TZVPD def2/J DEFGRID3
* xyz 0 1
C -0.553 -1.386 0.075
C 0.505 -0.756 -0.039
C 1.290 0.305 -0.220
N -1.290 1.463 -0.059
Cl -2.037 0.042 0.069
H -1.010 -2.367 0.153
H 1.777 0.470 -1.223
H 2.140 0.556 0.498
H -0.822 1.673 0.745
*
```

Results
E_HOMO (spin up / spin down): -8.8 / -8.8 eV

natural (NBO) atomic charge list, values in e, 6 entries: number 1, C, carries -0.300; number 2, C, carries -0.011; number 3, C, carries -0.399; number 4, N, carries -0.838; number 5, Cl, carries 0.515; number 6, H, carries 0.249



Run two
# C3H4ClN

2 unconnected molecules or ions with the total composition C3H4ClN (ωB97M-V with the def2-TZVPD basis set, the Open Molecules 2025 dataset).

ORCA input file:
```
! RIJCOSX wB97M-V def2-TZVPD def2/J DEFGRID3
* xyz 0 1
C -2.111 0.586 -0.188
C -0.930 0.289 -0.093
C 0.317 -0.301 -0.323
N 1.350 0.473 0.129
Cl 3.051 -0.117 -0.072
H -3.171 0.742 -0.029
H 0.392 -0.566 -1.277
H -0.090 -1.985 0.740
H 1.191 0.879 1.114
*
```

Results
E_HOMO (spin up / spin down): -8.3 / -8.9 eV

natural (NBO) atomic charge list, values in e, 6 entries: number 1, C, carries -0.174; number 2, C, carries -0.091; number 3, C, carries -0.056; number 4, N, carries -0.548; number 5, Cl, carries 0.103; number 6, H, carries 0.246



Verdict on stability: run two comes out at the bottom.



Run one
# C6H11NS

2 unconnected molecules or ions with the total composition C6H11NS (ωB97M-V with the def2-TZVPD basis set, the Open Molecules 2025 dataset).

ORCA input file:
```
! RIJCOSX wB97M-V def2-TZVPD def2/J DEFGRID3
* xyz 0 1
C 2.508 -0.909 -0.449
C 0.946 0.945 0.393
C -0.013 1.017 -0.815
C -0.729 -0.211 -0.928
C -0.845 -0.961 0.343
C -0.053 -0.047 1.254
H 2.804 -1.030 -1.729
H 1.762 -1.603 -0.071
H 3.653 -1.359 0.318
H 3.110 0.798 0.796
H 1.101 1.946 1.108
H -0.511 1.958 -0.765
H 0.748 0.951 -1.674
H -0.355 -0.755 -1.903
H -0.775 -2.020 0.648
H 0.337 -0.633 2.131
H -0.715 0.561 1.932
N 2.358 0.388 0.149
S -2.409 -0.034 -0.040
*
```

Results
E_HOMO: -8.4 eV

natural (NBO) atomic charge list, values in e, 6 entries: number 1, C, carries -0.388; number 2, C, carries 0.002; number 3, C, carries -0.501; number 4, C, carries -0.253; number 5, C, carries -0.325; number 6, C, carries -0.488



Run two
# C6H11NS

C6H11NS in the gas phase (ωB97M-V with the def2-TZVPD basis set, the Open Molecules 2025 dataset).

ORCA input file:
```
! RIJCOSX wB97M-V def2-TZVPD def2/J DEFGRID3
* xyz 0 1
C -2.056 1.484 0.150
C -1.150 -1.192 0.587
C 0.175 -1.067 0.431
C 0.983 -0.214 -0.409
C 2.401 -0.674 -0.592
C 2.795 0.566 0.274
H -3.110 1.816 -0.048
H -1.646 1.552 1.279
H -1.378 2.139 -0.785
H -1.689 -1.881 1.221
H 0.695 -1.734 1.167
H 0.596 -0.038 -1.482
H 2.839 -0.553 -1.572
H 2.908 -1.587 -0.027
H 3.258 0.183 1.120
H 3.687 1.162 -0.237
H 0.934 1.397 1.196
N 1.455 1.200 0.205
S -2.260 -0.267 -0.370
*
```

Results
SMILES: CS/C=C\[C@@H]1CCN1
E_HOMO: -8.3 eV

natural (NBO) atomic charge list, values in e, 6 entries: number 1, C, carries -0.771; number 2, C, carries -0.352; number 3, C, carries -0.195; number 4, C, carries -0.121; number 5, C, carries -0.424; number 6, C, carries -0.210



Verdict on stability: run one comes out at the bottom.



Run one
# C3H8N5

A gas-phase ion, C3H8N5 (charge +1) (ωB97M-V with the def2-TZVPD basis set, the Open Molecules 2025 dataset).

ORCA input file:
```
! RIJCOSX wB97M-V def2-TZVPD def2/J DEFGRID3
* xyz 1 1
C 1.639 -1.047 -0.030
N 1.830 0.402 -0.010
C 0.659 1.265 -0.211
C -0.619 0.514 -0.342
N -1.128 -0.032 -1.457
N -2.257 -0.614 -1.161
N -2.441 -0.497 0.119
N -1.467 0.230 0.654
H 0.963 -1.432 0.748
H 2.609 -1.520 0.118
H 1.275 -1.362 -1.010
H 2.284 0.671 0.852
H 0.775 1.851 -1.127
H 0.539 1.976 0.612
H -3.242 -0.882 0.609
H -1.417 0.479 1.635
*
```

Results
SMILES: CNCc1nn[nH][nH+]1
E_HOMO: -13.2 eV

natural (NBO) atomic charge list, values in e, 6 entries: number 1, C, carries -0.436; number 2, N, carries -0.588; number 3, C, carries -0.287; number 4, C, carries 0.422; number 5, N, carries -0.203; number 6, N, carries 0.105



Run two
# C3H8N5

A gas-phase ion, C3H8N5 (charge +1) (ωB97M-V with the def2-TZVPD basis set, the Open Molecules 2025 dataset).

ORCA input file:
```
! RIJCOSX wB97M-V def2-TZVPD def2/J DEFGRID3
* xyz 1 1
C 1.595 -0.430 0.043
C 0.435 1.672 0.434
C 0.371 0.371 -0.354
N -2.805 -0.647 0.442
N -2.472 -1.657 -0.181
N -1.819 0.176 0.488
N -1.230 -1.587 -0.557
N -0.870 -0.343 -0.151
H 1.648 -1.521 -0.232
H 1.543 -0.416 1.161
H 2.479 0.114 -0.416
H 0.278 1.445 1.422
H -0.369 2.434 0.047
H 1.431 2.013 0.344
H 0.319 0.641 -1.492
H -0.535 -2.264 -0.999
*
```

Results
SMILES: CC(C)[n+]1nnn[nH]1
E_HOMO: -16.8 eV

natural (NBO) atomic charge list, values in e, 6 entries: number 1, C, carries -0.635; number 2, C, carries -0.597; number 3, C, carries -0.078; number 4, N, carries 0.000; number 5, N, carries 0.073; number 6, N, carries 0.065



Verdict on stability: run two comes out at the bottom.